1.
# C4H5NO2

An isolated molecule of C4H5NO2 at a distorted geometry (ωB97M-V/def2-TZVPD, OMol25).

Computed properties:
- Molar mass: 99.089 g/mol
- E: -9809.038 eV
- F_max: 10.18 eV/A
- Energy above the lowest of the compared OMol25 structures with the same formula, charge and spin: 121.69 kcal per mole
- HOMO: -8.1 eV
- Orbital gap: 8.50 eV

```
12
Properties=species:S:1:pos:R:3:forces:R:3:nbo_charge:R:1
C 0.3734 0.2880 -0.6874 1.2677 -1.5794 0.7560 0.34
C 1.4999 -0.3624 -0.0902 1.3913 -1.5893 -0.2673 -0.38
C 1.1723 -0.9519 1.2609 -0.9133 3.4375 -5.5243 -0.30
C -0.0906 -0.4562 1.3284 -0.2049 -2.7545 9.7983 -0.05
H 0.6629 0.2632 -2.5635 -3.3135 1.3559 1.6631 0.50
H 2.5383 -0.6399 -0.3877 -1.1643 0.8604 -0.8511 0.22
H 1.9128 -1.3893 1.8461 0.4574 -0.5563 1.2531 0.23
H -0.6452 -0.3085 2.3176 0.3594 -0.7094 -1.6254 0.21
H -1.9530 1.3473 -0.4540 -0.0014 -4.0510 2.8392 0.49
N -0.4862 0.2328 0.3659 -4.7227 3.0531 -5.3550 -0.09
O -0.1771 0.5903 -1.9711 4.9281 -1.5896 -0.0027 -0.67
O -1.9282 0.4088 0.1974 1.9162 4.1225 -2.6840 -0.51
```
Positions in Å, forces in eV/Å.

=====

2.
# C4H5NO2

A structure of composition C4H5NO2 at a distorted geometry (ωB97M-V/def2-TZVPD, OMol25).

Computed properties:
- Molar mass: 99.089 g/mol
- E: -9808.403 eV
- F_max: 6.28 eV/A
- Energy above the lowest of the compared OMol25 structures with the same formula, charge and spin: 136.34 kcal per mole
- HOMO: -9.1 eV
- Orbital gap: 7.99 eV

```
12
Properties=species:S:1:pos:R:3:forces:R:3:nbo_charge:R:1
C 0.1651 -0.6190 -1.0768 -1.6879 0.3711 1.1931 0.08
C -0.1187 -0.1298 0.0017 0.4441 -1.5925 -3.3841 0.10
C -0.8706 0.7722 2.1281 -1.1227 -1.1338 0.6199 0.52
C 0.2049 -1.3223 -2.3409 -1.9361 -1.2445 1.1405 -0.69
N -0.0773 0.4858 1.1002 4.4757 4.0216 1.7899 -0.21
O -0.5589 1.4089 3.1086 -0.6335 0.0553 -0.6094 -0.57
O 1.4084 1.5213 1.1086 -4.1187 -0.2860 1.7413 -0.59
H -1.8272 0.1807 1.8982 0.5700 0.8664 0.8942 0.14
H 0.5898 -2.3131 -2.0386 -0.2675 0.0807 -0.8980 0.24
H -0.8930 -1.4120 -2.7986 2.7065 0.4088 0.6352 0.26
H 0.9635 -0.7995 -2.8577 0.4424 0.2925 -1.6216 0.25
H 1.0140 2.2267 1.7672 1.1276 -1.8395 -1.5011 0.48
```
Positions in Å, forces in eV/Å.

=====

3.
# C4H5NO2

An isolated molecule of C4H5NO2 (ωB97M-V/def2-TZVPD, OMol25).

Computed properties:
- Molar mass: 99.089 g/mol
- E: -9807.502 eV
- F_max: 0.48 eV/A
- Energy above the lowest of the compared OMol25 structures with the same formula, charge and spin: 157.11 kcal per mole
- HOMO: -8.3 eV
- Orbital gap: 8.59 eV

```
12
Properties=species:S:1:pos:R:3:forces:R:3:nbo_charge:R:1
C -1.6115 0.0963 -0.4659 -0.0101 0.0157 -0.0358 -0.75
N 0.4368 -0.5049 0.7804 0.2177 0.2411 -0.3553 -0.25
C -0.7669 0.4255 0.7203 0.0915 0.0629 0.2117 0.71
O 1.5251 -0.1568 1.6336 -0.0944 0.0201 -0.0841 -0.43
C 1.5410 -0.1427 -0.0333 -0.3644 -0.1699 0.1313 0.19
C 2.0159 0.0633 -1.1691 -0.1171 -0.0147 0.2351 -0.43
O -0.8793 1.2862 1.5240 0.1181 -0.3485 -0.2589 -0.44
H 0.1933 -1.5014 0.8146 0.0394 0.1806 0.0374 0.41
H -2.4406 0.7968 -0.5267 0.0490 -0.0275 0.0177 0.26
H -0.9864 0.1538 -1.3633 -0.0055 0.0080 0.0764 0.28
H -1.9966 -0.9240 -0.3959 0.0297 0.0316 0.0261 0.24
H 2.9692 0.4078 -1.5188 0.0462 0.0006 -0.0016 0.22
```
Positions in Å, forces in eV/Å.

=====

4.
# C4H5NO2

An isolated molecule of C4H5NO2 at a distorted geometry (ωB97M-V/def2-TZVPD, OMol25).

Computed properties:
- Molar mass: 99.089 g/mol
- E: -9811.863 eV
- F_max: 3.21 eV/A
- Energy above the lowest of the compared OMol25 structures with the same formula, charge and spin: 56.54 kcal per mole
- HOMO: -10.5 eV
- Orbital gap: 10.85 eV

```
12
Properties=species:S:1:pos:R:3:forces:R:3:nbo_charge:R:1
C -0.7170 -1.1954 0.5650 1.4000 -1.4647 -1.7669 -0.60
C -0.3671 0.1560 -0.1924 0.9200 -1.3164 1.4298 -0.41
C 0.1054 1.2964 0.5831 1.1428 2.4338 0.3856 0.03
C 0.9057 -0.0392 -1.0188 -1.4595 0.7044 -1.5930 0.77
H -1.0935 -1.8839 -0.3399 0.5897 1.3010 2.3698 0.24
H 0.2688 -1.7674 1.0031 -2.5740 1.7172 -0.8661 0.23
H -1.4996 -0.9857 1.3179 0.5032 -0.5432 -0.3721 0.22
H -1.2605 0.4719 -0.7293 0.2365 -0.1727 -0.5298 0.26
H -0.4152 2.0078 1.1935 -0.7246 -0.3288 0.6654 0.22
N 1.2527 1.8019 0.2860 -0.5842 -1.7552 -0.5070 -0.06
O 1.8258 0.9135 -0.7169 -0.1592 -0.0068 0.6769 -0.37
O 0.9944 -0.7760 -1.9511 0.7094 -0.5688 0.1076 -0.54
```
Positions in Å, forces in eV/Å.

=====

5.
# C4H5NO2

A cluster of 3 separate species, C4H5NO2 in total (ωB97M-V/def2-TZVPD, OMol25).

Computed properties:
- Molar mass: 99.089 g/mol
- E: -9806.475 eV
- F_max: 0.63 eV/A
- Energy above the lowest of the compared OMol25 structures with the same formula, charge and spin: 180.78 kcal per mole
- HOMO (alpha / beta): -9.7 / -9.7 eV
- Orbital gap (alpha / beta): 8.18 / 8.17 eV

```
12
Properties=species:S:1:pos:R:3:forces:R:3:nbo_charge:R:1
O -0.1057 -0.0716 2.5793 -0.1000 0.0395 -0.6177 -0.47
C -0.2761 0.0043 1.3995 -0.0608 0.0214 0.4224 0.61
N -0.8310 0.8838 0.5195 -0.0238 -0.1335 0.1625 -0.49
C 0.2196 1.0797 -0.5247 0.1296 0.0560 -0.1458 -0.28
C 0.6264 -0.3594 -0.8570 -0.2445 0.0875 -0.1812 -0.05
O 1.4950 -1.1538 0.0376 0.0370 -0.1162 0.1179 -0.38
C 0.1931 -1.0935 0.3119 0.0508 0.0955 -0.0947 0.23
H -1.5852 -0.4531 -0.0443 0.1470 0.0995 0.0576 0.18
H 1.0264 1.7286 -0.1644 -0.0952 -0.0894 -0.0377 0.22
H -0.2325 1.5392 -1.4059 0.0748 -0.0647 0.1189 0.23
H 0.5653 -0.7777 -1.8562 0.0037 0.0604 0.1513 0.21
H -1.3039 -1.3566 -0.0798 0.0813 -0.0560 0.0463 0.00
```
Positions in Å, forces in eV/Å.

=====

6.
# C4H5NO2

An isolated molecule of C4H5NO2 at a distorted geometry (ωB97M-V/def2-TZVPD, OMol25).

Computed properties:
- Molar mass: 99.089 g/mol
- E: -9810.232 eV
- F_max: 3.13 eV/A
- Energy above the lowest of the compared OMol25 structures with the same formula, charge and spin: 94.14 kcal per mole
- HOMO: -8.6 eV
- Orbital gap: 8.54 eV

```
12
Properties=species:S:1:pos:R:3:forces:R:3:nbo_charge:R:1
O -2.7306 0.3576 0.1786 0.9833 -0.2823 0.3587 -0.43
C -1.7046 0.0642 -0.3026 -1.6306 0.7100 -2.1848 0.64
C -0.7040 -0.0378 -1.1636 -0.4937 -0.6403 -0.5195 -0.24
C 0.4266 0.6470 1.0399 -1.2498 -0.5553 0.6748 -0.38
N 1.5223 -0.2288 0.7184 0.0981 -0.4427 -0.1142 -0.48
C 1.3275 -0.9982 -0.2591 0.1953 0.1752 0.3862 0.41
O 0.2540 -1.0552 -1.0842 -0.0356 -0.1572 -0.0966 -0.49
H -0.5865 -0.0194 1.0184 2.4652 1.7541 0.7881 0.14
H -0.7336 0.5509 -2.0696 -0.1315 -0.1886 -0.0662 0.23
H 0.4480 1.5279 0.3598 -0.6346 -0.6430 0.6077 0.21
H 0.4632 0.9980 2.0637 0.4492 -0.0020 0.2677 0.21
H 2.0177 -1.8064 -0.4998 -0.0151 0.2721 -0.1019 0.18
```
Positions in Å, forces in eV/Å.